Below is a structure of composition C34H40F9N2O3S2Si2TcTe, with properties calculated with wB97M-V/def2-TZVPD.

```
94
Properties=species:S:1:pos:R:3:forces:R:3
C -1.292752 3.493192 0.880936 0.1 -0.1 0.0
F -2.869293 -1.908715 0.739531 -0.2 0.1 0.0
C -5.076009 0.215383 -1.328894 -0.1 0.1 0.0
S -2.586004 4.475229 1.368912 -0.1 0.1 0.0
H 4.119446 0.474559 3.799694 0.0 0.0 0.0
H 2.540383 -2.199896 3.245896 0.0 0.0 0.0
Si 3.342825 -0.467487 1.634154 0.0 0.0 0.1
F -4.492396 -2.087762 -2.726254 0.1 0.1 0.0
H 3.054704 -4.234193 -1.896102 0.0 0.0 0.0
H -0.871346 -3.540699 4.800853 0.0 0.0 0.0
O -2.745899 0.288095 -0.662050 -0.3 0.1 0.0
Si -0.417182 -1.134597 4.398251 0.0 0.0 0.0
C -0.175030 -2.956841 -0.215440 -0.1 0.0 0.0
F -5.078255 0.671864 -2.593779 0.0 -0.1 0.1
H -1.285477 -1.961704 2.238691 -0.1 0.0 0.0
H -2.210949 0.574990 4.274869 0.0 0.0 0.0
C -3.489238 4.022122 -0.004662 0.0 0.0 0.0
H 5.181422 -0.551915 0.009149 0.0 0.0 0.0
N -1.548838 2.785419 -0.208011 0.0 0.1 0.0
C -3.428380 -1.453787 -2.255975 0.0 -0.1 0.0
C -2.235824 1.887609 -4.040518 0.2 0.0 0.0
H 0.301525 4.662932 1.627117 0.0 0.0 0.0
C 3.321759 0.810901 -3.718323 0.0 0.0 0.0
H 5.206776 1.809171 -3.863420 0.0 0.0 0.0
H 2.295637 -1.976215 -2.346314 0.0 0.0 0.0
H -0.576338 0.685025 -4.617014 0.0 0.0 0.0
H -0.323871 -4.906077 0.651003 0.0 0.0 0.0
C -2.765979 3.164177 -0.755258 0.0 0.0 0.0
F -4.656705 -0.784376 1.169962 0.1 -0.1 0.0
H -1.026376 1.915848 -5.781054 0.0 0.0 0.0
H 0.843175 -3.172629 5.020557 0.0 0.0 0.0
H -0.322676 -2.735972 6.267219 0.0 0.0 0.0
C 4.514122 0.417673 2.782634 0.0 0.0 0.0
F -4.761251 -2.556866 -0.073523 0.0 0.0 0.0
H 0.805224 1.802934 -1.630734 -0.2 0.3 0.1
O 1.209909 -0.976477 -4.475838 0.0 -0.1 -0.1
H -4.455420 4.448762 -0.216827 0.0 0.0 0.0
C -3.749893 -0.568807 -1.022069 0.0 0.0 0.1
C -2.087766 -0.399408 4.755645 0.0 0.1 0.0
Tc -0.878180 0.847374 -1.221017 0.4 -0.4 0.2
C 2.658180 2.754945 -1.834930 0.0 0.0 0.0
F -2.913414 -0.704960 -3.246654 0.0 -0.1 0.1
H 3.825919 0.320573 -0.694582 0.0 0.0 0.0
H 3.976579 -2.694692 2.364703 0.0 0.0 0.0
H 5.469266 -0.110067 2.829959 0.0 0.0 0.0
C 1.759826 1.758951 -2.157833 0.0 -0.1 0.1
C -0.169502 -2.799229 5.187838 0.0 0.0 0.0
C 2.070576 0.784016 -3.098426 0.0 0.0 0.0
H 0.743652 1.071968 4.593925 0.0 0.0 0.0
C -2.972281 2.795919 -2.143865 0.1 0.0 0.1
C 2.147731 -3.876014 -1.428575 0.0 0.0 0.0
C 3.011780 -2.190258 2.260853 0.0 -0.1 0.0
C 0.021391 3.609949 1.578759 0.0 0.0 0.0
C 3.905095 2.767577 -2.453147 0.0 0.0 0.0
H 1.893664 1.275718 2.569719 0.0 0.0 0.0
C -1.413827 1.189771 -5.065597 0.1 0.0 0.0
H 1.763768 -5.717866 -0.398624 0.0 0.0 0.0
H -0.011688 3.223158 2.596727 0.0 0.0 0.0
C -3.908553 3.284563 -2.982712 0.0 0.0 0.0
C 0.539456 -2.115774 -1.069154 0.1 0.1 0.0
F -5.197212 1.269738 -0.519832 0.1 0.0 -0.1
O -0.100990 -0.439765 -2.711686 0.0 0.1 -0.1
H 2.062116 1.440915 0.839943 0.0 0.0 0.0
H 3.559585 0.060670 -4.460897 0.0 0.0 0.0
F -2.497426 -2.369865 -1.941059 0.0 0.0 0.0
H -2.005001 0.454903 -5.611011 0.0 0.0 0.0
H -2.219996 -0.251415 5.829407 0.0 0.0 0.0
N -2.002664 1.993442 -2.742789 -0.3 0.0 -0.2
H 4.616871 3.543922 -2.205852 0.0 0.0 0.0
H 4.719844 1.436346 2.445202 0.0 0.0 0.0
H 0.793831 3.089627 1.020436 0.0 0.0 0.0
C -0.027790 -0.817880 -1.387700 -0.2 -0.1 -0.1
H -2.895853 -1.047634 4.410359 0.0 0.0 0.0
C 0.257712 -4.251008 0.016313 0.0 0.0 0.0
F -6.152355 -0.550711 -1.176098 0.1 0.0 0.0
Te -0.260379 0.377690 1.452048 0.0 0.1 0.0
C 4.092534 -0.542450 -0.080087 0.0 0.0 0.0
C 1.155071 -0.264067 -3.552272 -0.1 0.1 0.1
H 1.069703 0.030136 5.970007 0.0 0.0 0.0
H 0.481542 -2.065895 2.207980 -0.1 0.0 0.0
C 4.237270 1.794599 -3.385115 0.0 0.0 0.0
H 2.391604 3.519008 -1.117252 0.0 0.0 0.0
C 1.422690 -4.707234 -0.580553 0.0 0.0 0.0
H -4.736930 3.933625 -2.752429 0.0 0.0 0.0
C 1.835811 0.719525 1.631010 0.0 0.1 -0.1
H 1.923835 -0.250895 4.467874 0.0 0.0 0.0
H 3.804773 -1.448102 -0.610566 0.0 0.0 0.0
C 1.702571 -2.596050 -1.691324 0.1 0.0 0.0
C -0.365220 -1.456100 2.512386 0.2 -0.1 -0.2
S -3.610247 2.736320 -4.562250 -0.1 0.0 0.0
H -1.109089 -2.615858 0.193355 0.1 0.0 0.0
C 0.956365 0.039003 4.883397 0.0 0.0 0.1
H 2.410203 -2.789870 1.573131 0.0 0.0 0.0
C -4.039986 -1.481726 0.215522 -0.1 0.0 0.0
```
Positions in Å, forces in eV/Å.

Computed properties:
Maximum force = 0.60 eV/Å
Electronic energy = -116392.29577 eV
HOMO level = -13.9 eV
ΔE to the lowest compared entry with this formula, charge and spin = 2.227 eV
Net charge = +2

---

Below is a structure of composition C34H40KN6O5PSTe at a distorted geometry, with properties calculated with wB97M-V/def2-TZVPD.

```
89
Properties=species:S:1:pos:R:3:forces:R:3
H -6.125438 -2.639070 -1.235212 0.0 0.0 0.0
H 5.229699 0.487958 -0.200825 0.1 0.0 0.0
C 2.642932 -0.834821 -4.293246 0.0 -0.1 0.1
H -5.657936 -0.995992 0.576739 0.0 0.0 0.0
C -4.376490 -3.370048 -3.174368 0.1 0.1 0.0
C -3.349911 -3.599736 -4.058518 0.1 0.1 0.1
C 0.840823 -0.295837 -5.776161 0.0 0.0 0.1
C 3.334834 -0.243991 2.779973 0.0 0.0 -0.1
P -1.528545 2.655766 -1.857141 -0.7 0.0 0.4
C 4.267331 0.728969 0.254163 -0.1 0.0 0.1
C -2.151737 -0.779372 2.971299 0.0 0.3 0.0
H -2.406310 2.472813 2.938309 0.0 0.0 0.0
H -5.400353 -0.452765 3.860387 0.0 0.0 0.0
H -1.151435 -0.714609 -5.068428 0.1 0.0 0.0
H 0.814883 3.116345 0.241919 0.0 0.0 0.0
H -3.586752 2.707825 -4.079314 0.0 0.1 0.0
H -3.398934 0.078958 0.672494 0.0 -0.1 -0.1
H 1.436042 1.709470 -1.266928 0.1 0.2 -0.1
H -4.238106 0.608289 -5.260567 0.0 0.0 0.0
C -2.876118 -1.881907 -1.901820 0.0 0.1 0.1
H 3.322978 0.593898 -1.671790 0.0 0.1 0.1
C -1.784333 -2.144074 -2.838652 0.1 0.1 -0.1
C 3.374318 1.311767 -0.848643 -0.1 -0.1 0.1
H -3.654874 -2.214979 3.465585 0.0 0.1 0.0
C 1.717881 -1.340615 -3.336990 0.0 0.0 0.2
N -0.574127 -1.609332 -2.603401 -0.1 0.1 -0.2
H 2.929169 2.274515 2.256880 0.0 0.0 0.0
C -3.619793 -0.677160 -0.081740 0.1 0.0 -0.1
O -2.632213 1.692064 -2.539637 0.1 -0.1 -0.5
C 1.817108 2.739220 0.440744 0.0 -0.2 0.2
C 1.868938 0.105210 3.067735 0.2 0.1 -0.3
H 4.009406 0.587016 2.999584 0.0 0.0 0.0
Te 0.160538 3.266979 -3.387187 0.2 0.0 -0.1
H 0.476616 0.116573 -6.712573 0.0 0.0 0.0
H -2.173338 1.784548 -4.564114 0.2 0.0 0.0
S 3.693939 -0.795645 1.080835 -0.1 0.1 0.2
C -4.386669 -0.183466 3.585427 0.0 0.1 0.0
C -4.900431 -1.264912 -0.150303 0.0 0.0 0.0
C 0.284605 -1.273275 -3.590566 -0.1 -0.1 0.0
C -1.115364 -1.844339 2.614277 0.2 -0.2 -0.1
O -1.063336 -2.815922 3.396483 0.0 0.2 -0.2
C -0.091761 -0.771996 -4.845507 0.1 0.0 0.0
C -3.933867 0.589450 -4.210097 0.0 -0.1 0.1
C -3.042186 1.775439 -3.911059 -0.1 -0.1 0.3
N -2.650215 -0.985682 -0.904053 -0.6 -0.3 -0.3
C 4.402133 -1.481567 -2.776308 0.0 -0.1 0.0
C 3.405907 -1.983235 -1.909385 0.0 -0.1 -0.1
C -4.028548 1.154954 3.438273 0.0 -0.1 0.0
C -5.150306 -2.167696 -1.142286 0.0 0.0 -0.1
H 1.824141 0.498186 4.101652 0.0 0.0 0.1
H -3.406520 -0.347384 -4.014919 0.0 0.1 -0.1
H 1.396129 3.066667 2.549979 0.0 0.1 0.0
H -1.466247 6.468890 -1.706485 -0.1 0.0 0.0
C -3.436615 -1.159297 3.362088 0.0 0.0 0.1
H -2.989632 6.393959 -0.799591 0.0 0.0 -0.1
N 2.025553 1.616893 -0.450634 0.2 0.2 -0.2
C -4.142898 -2.495631 -2.082956 0.0 0.0 0.1
H 5.446763 -1.539270 -2.494784 0.0 0.0 0.0
N 1.323914 0.986300 2.069791 -0.3 0.1 0.4
H -4.828740 0.605048 -3.580191 0.1 0.0 -0.1
H 1.282813 -0.812086 3.037974 0.0 0.0 0.0
C -2.832889 4.967634 -2.401402 0.0 -0.1 0.3
C 4.015403 -0.908868 -3.952714 -0.1 0.0 0.0
C -2.089015 -3.005025 -3.910145 -0.2 0.0 0.1
H -2.961127 7.120325 -2.425689 0.0 0.0 0.0
O -1.173193 2.040187 -0.550310 -0.2 1.0 -0.5
H 3.912562 2.199202 -1.231067 0.0 0.1 0.0
K -0.285618 -0.157075 -0.236562 1.2 -0.3 -0.7
H -4.742851 1.953900 3.594455 0.0 0.0 0.0
H -5.350659 -3.828955 -3.299902 0.0 0.0 0.0
H 3.630355 -1.071837 3.426574 0.0 0.0 0.0
O -0.467778 -1.593098 1.568340 -0.3 -1.0 1.6
H 2.909820 0.084795 -6.240880 0.0 0.0 0.1
N -1.800910 0.504349 2.833426 -0.3 0.1 0.0
C 2.191890 -0.306109 -5.526060 0.0 0.0 0.0
H -3.515758 -4.266657 -4.899525 0.0 0.0 0.0
N 2.125508 -1.906726 -2.168542 0.0 0.1 -0.2
H 0.308848 0.991799 2.089441 0.1 -0.1 0.2
H 2.527134 3.561549 0.254087 0.0 0.0 0.0
C 1.888554 2.304418 1.928435 0.1 -0.2 -0.4
H -2.298744 4.871137 -3.342695 0.2 -0.1 -0.2
O -2.435157 3.959125 -1.475853 0.0 0.4 -0.2
C -2.724629 1.443112 3.073020 0.2 -0.2 0.0
H 3.683667 -2.451542 -0.966309 0.0 0.0 -0.2
H 4.745817 -0.497508 -4.642388 0.0 0.0 0.0
H -3.902799 4.859590 -2.605471 -0.1 -0.1 0.1
C -2.546430 6.324870 -1.796826 0.1 0.1 0.1
H -1.303768 -3.219344 -4.624365 0.0 0.0 0.0
H 4.459856 1.467198 1.035913 0.0 0.0 0.0
```
Positions in Å, forces in eV/Å.

Computed properties:
Maximum force = 1.93 eV/Å
Electronic energy = -98834.09024 eV
HOMO level = -1.2 eV
Net charge = -2